No. 1
ORCA calculation (ωB97M-V with the def2-TZVPD basis set) on one molecule with the formula C23H18ClN5S in a non-equilibrium geometry.

Each line ends with the Löwdin charge.
Atoms and positions in Å:
S1 -2.54792 -1.03173 3.58118  0.597
Cl1 -3.28035 -7.15190 -1.77724  0.651
N1 0.70463 4.53103 0.93679  0.102
N2 0.08985 1.07381 -0.28547  0.116
C1 -1.48775 0.03558 2.90735  -0.907
C2 0.04801 -1.24300 -0.99545  -0.012
C3 -0.51036 -2.02335 -0.02110  -0.169
C4 0.07384 5.49239 1.60446  -0.140
C5 0.03159 3.40753 0.54121  -0.203
C6 0.65232 2.32754 -0.26086  -0.183
C7 -1.29143 5.40229 1.92868  -0.062
C8 -1.36141 3.24902 0.86518  -0.039
C9 -1.99949 4.24729 1.57559  -0.084
C10 -1.63342 -5.69238 -0.10883  -0.082
C11 -2.59712 -4.51214 -1.96369  -0.098
C12 -0.94239 -4.52369 0.28365  -0.025
C13 -1.95392 -3.34082 -1.55784  -0.021
C14 3.99738 -0.63050 -2.54603  -0.064
C15 4.54293 0.65559 -2.56894  -0.077
C16 -2.48165 -5.69415 -1.23321  -0.653
C17 -1.11099 -3.34455 -0.43094  -0.186
C18 0.72092 0.06190 -0.89931  -0.189
C19 2.70081 -0.82972 -2.06354  -0.013
C20 1.90831 2.55304 -0.88128  0.051
C21 3.88932 1.71052 -1.97655  -0.033
C22 2.01434 0.23345 -1.47602  -0.116
C23 2.62501 1.49897 -1.43815  -0.182
N3 -1.41738 1.29260 3.47999  0.062
N4 -0.61701 -0.38423 1.92736  0.011
N5 -0.65295 -1.72158 1.38011  0.047
H1 0.04940 -1.63615 -2.01437  0.112
H2 0.64240 6.34565 1.92263  0.098
H3 -1.79062 6.17632 2.49242  0.095
H4 -1.90575 2.35237 0.55171  0.111
H5 -3.07246 4.11229 1.76875  0.115
H6 -1.54637 -6.60389 0.46303  0.100
H7 -3.20511 -4.50504 -2.85733  0.103
H8 -0.24636 -4.54778 1.14910  0.130
H9 -2.11258 -2.41074 -2.09385  0.117
H10 4.52453 -1.48069 -2.97259  0.104
H11 5.57071 0.87083 -2.91918  0.116
H12 2.28595 -1.85917 -2.10592  0.124
H13 2.35651 3.54820 -0.84520  0.117
H14 4.34491 2.70890 -1.97366  0.125
H15 -1.94594 1.44572 4.31633  0.073
H16 -0.58349 1.85000 3.31514  0.099
H17 -0.10976 0.32418 1.42204  0.088
H18 -1.36970 -2.33980 1.85385  0.076

Atoms 1-2, force components in eV/Å:
-0.9 -0.8 0.2
0.2 0.5 0.3

Computed properties:
Total energy ... -54950.414 eV
2S+1 ... 1
Charge ... 0
SMILES string ... NC(=S)NN/C(=C\c1nc(-c2ccccn2)cc2ccccc12)c1ccc(Cl)cc1
HOMO-LUMO gap ... 7.41 eV

***

No. 2
ORCA calculation (ωB97M-V with the def2-TZVPD basis set) on a 3-piece molecular cluster, H6O3 overall.

Each line ends with the Löwdin charge.
Atoms and positions in Å:
O1 -2.96599 -0.44960 -17.74459  -0.055
H1 -3.26615 0.42697 -18.01794  0.042
H2 -3.16328 -1.02658 -18.49258  0.043
O2 -5.89918 -0.05340 -17.10764  -0.047
H3 -5.56828 -0.27614 -17.98117  0.041
H4 -5.21562 -0.36757 -16.50118  0.055
O3 -8.05667 1.50858 -16.22972  -0.087
H5 -7.33128 0.91239 -16.51456  -0.017
H6 -8.58793 0.98595 -15.62129  0.024

Atoms 1-2, force components in eV/Å:
-0.3 0.0 -0.1
0.2 -0.1 0.0

Computed properties:
Total energy ... -6239.844 eV
2S+1 ... 1
Charge ... 0
SMILES string ... O.O.O
Relative energy (zero: lowest compared OMol25 entry of this formula, charge and spin) ... 39.50 kJ/mol
HOMO-LUMO gap ... 11.02 eV

***

No. 3
ORCA calculation (ωB97M-V with the def2-TZVPD basis set) on a 2-piece molecular cluster, C4H8Cl2Si overall in a non-equilibrium geometry.

Each line ends with the Löwdin charge.
Atoms and positions in Å:
C1 -1.83351 1.25879 0.85160  0.009
C2 -0.68895 0.58846 1.08163  -0.254
C3 1.77919 0.13403 0.73047  -0.132
C4 0.46392 0.65836 0.26575  -0.231
Si1 -0.30732 -1.37501 -1.90005  -0.204
Cl1 -1.04999 -2.92363 -0.83941  0.206
Cl2 1.33821 -1.96333 -2.90911  0.204
H1 -2.68546 1.17443 1.50032  0.048
H2 -1.93979 1.89711 -0.01047  0.057
H3 -0.62980 -0.06024 1.94725  0.105
H4 2.45027 -0.05114 -0.10485  0.064
H5 2.25914 0.87307 1.38002  0.082
H6 1.66125 -0.78417 1.30225  0.076
H7 0.49110 1.43003 -0.48792  0.086
H8 -1.30826 -0.85676 -2.80748  -0.114

Atoms 1-2, force components in eV/Å:
0.0 0.0 0.0
-0.2 -0.1 0.1

Computed properties:
Total energy ... -37199.833 eV
2S+1 ... 1
Charge ... 0
Relative energy (zero: lowest compared OMol25 entry of this formula, charge and spin) ... 298.19 kJ/mol
HOMO-LUMO gap (spin up / spin down) ... 7.04 / 7.29 eV

***

No. 4
ORCA calculation (ωB97M-V with the def2-TZVPD basis set) on an isolated ion of composition C2H3O2 and charge +1 in a non-equilibrium geometry.

Each line ends with the Löwdin charge.
Atoms and positions in Å:
C1 1.31443 0.41867 -0.18197  0.009
C2 -1.17610 -0.41292 0.17915  0.002
O1 -0.08431 -0.36391 -0.37286  0.101
O2 2.23773 -0.08043 0.27109  0.349
H1 1.06791 1.34250 -0.70681  0.199
H2 -1.99399 -0.89857 -0.36956  0.171
H3 -1.36567 -0.00534 1.18095  0.168

Atoms 1-2, force components in eV/Å:
1.8 1.1 -0.5
-3.8 0.1 2.0

Computed properties:
<S²> ... 2.01
Total energy ... -6202.980 eV
2S+1 ... 3
Charge ... +1
Relative energy (zero: lowest compared OMol25 entry of this formula, charge and spin) ... 7.82 kJ/mol
HOMO-LUMO gap (spin up / spin down) ... 7.92 / 8.87 eV